C37H34F3MoN3O2Si | ωB97M-V/def2-TZVPD

Element x y z (Å)
Mo 0.4918 0.9353 -0.4847
C -3.3041 1.1293 0.8162
C -3.2386 0.4283 -0.5110
C -4.2527 -0.4256 -0.9217
C -4.2113 -1.0363 -2.1639
C -3.1312 -0.8363 -3.0132
C -2.0971 0.0094 -2.6498
C -0.9699 0.2857 -3.6113
C -2.1752 0.6450 -1.3952
N -1.1839 1.6432 -1.1043
C -1.5216 2.9630 -1.4647
O -2.5822 3.3219 -1.8693
C -0.3167 3.8243 -1.2959
C -0.2051 5.1770 -1.5508
C 1.0466 5.7644 -1.3959
C 2.1279 4.9990 -0.9703
C 1.9190 3.6513 -0.7513
N 0.7259 3.0920 -0.9250
C 2.9474 2.6113 -0.4504
O 4.0816 2.8206 -0.1593
N 2.3648 1.3232 -0.5680
C 3.2836 0.2426 -0.8508
C 3.7165 -0.6438 0.1498
C 3.1778 -0.5771 1.5493
C 4.6901 -1.5706 -0.1832
C 5.2269 -1.6178 -1.4604
C 4.7869 -0.7389 -2.4359
C 3.8131 0.2054 -2.1555
C 3.3955 1.1835 -3.2220
H -3.9609 0.5926 1.4977
H -3.7146 2.1345 0.6899
H -2.3211 1.2163 1.2764
H -5.0998 -0.5966 -0.2698
H -5.0275 -1.6736 -2.4780
H -3.0966 -1.3281 -3.9775
H -0.8403 -0.5471 -4.2994
H -0.0073 0.4440 -3.1088
H -1.1883 1.1759 -4.2061
H -1.0754 5.7350 -1.8685
H 1.1844 6.8101 -1.6363
H 3.1123 5.4251 -0.8320
H 3.1365 0.4511 1.9063
H 3.8198 -1.1439 2.2209
H 2.1752 -1.0071 1.6033
H 5.0456 -2.2565 0.5747
H 5.9973 -2.3392 -1.6970
H 5.2115 -0.7696 -3.4312
H 3.4173 0.7073 -4.2004
H 4.0978 2.0204 -3.2557
H 2.3931 1.5849 -3.0648
C -0.0365 3.1351 5.1056
Si 0.2481 1.3527 4.5927
C -1.1547 0.1916 5.0540
C 1.9490 0.7091 5.0581
C 0.2439 1.3126 2.6982
C 0.2811 1.1874 1.4762
H -0.0769 3.1927 6.1946
H -0.9757 3.5248 4.7124
H 0.7780 3.7761 4.7664
H -1.2655 0.1745 6.1400
H -0.9489 -0.8274 4.7236
H -2.1052 0.5102 4.6251
H 2.0663 0.7050 6.1433
H 2.7396 1.3372 4.6447
H 2.0965 -0.3129 4.7065
F -3.7326 -7.3531 0.7699
C -3.8133 -6.6422 -0.3567
F -5.0501 -6.1131 -0.4242
F -3.6678 -7.4702 -1.3955
C -2.7920 -5.5305 -0.3928
C -2.3123 -4.9822 0.7903
C -1.4714 -3.8891 0.7453
C -1.0986 -3.3465 -0.4926
C -1.5318 -3.9526 -1.6826
C -2.3828 -5.0342 -1.6263
C -0.3752 -2.1424 -0.5637
C 0.1647 -1.0364 -0.6330
H -2.5960 -5.4153 1.7396
H -1.1114 -3.4391 1.6607
H -1.2035 -3.5649 -2.6370
H -2.7297 -5.5014 -2.5380

As for the charge: +2.

***

C37H34F9N8O5PmSSi | ωB97M-V/def2-TZVPD

Element x y z (Å)
Pm -11.1413 -10.1802 12.3856
O -14.7796 -8.0293 10.6911
C -13.9063 -8.7374 11.2238
N -12.6020 -8.8822 10.8911
C -12.1367 -8.1118 9.8226
C -12.9534 -7.6537 8.7403
C -12.4825 -6.7062 7.8858
C -11.2359 -6.1400 8.0295
C -10.3592 -6.7285 8.8863
C -10.7697 -7.7803 9.7644
N -9.8288 -8.4976 10.4526
C -8.9086 -7.7988 11.2324
O -9.2066 -6.7258 11.7817
C -7.5302 -8.3722 11.2322
C -7.0996 -9.3156 10.2468
C -5.8123 -9.7893 10.3076
C -4.9989 -9.3804 11.3683
C -5.5084 -8.4908 12.3078
N -6.7174 -7.9690 12.1781
C -14.3532 -9.4336 12.4235
C -15.7389 -9.6242 12.6543
C -16.1605 -10.2512 13.8119
C -15.2215 -10.4961 14.8344
C -13.9084 -10.2583 14.5923
N -13.4944 -9.8255 13.3837
H -13.9466 -8.0624 8.6907
H -13.1407 -6.3390 7.0856
H -10.9398 -5.2443 7.5011
H -9.4152 -6.2519 9.0732
H -7.7019 -9.3679 9.3320
H -5.4784 -10.5446 9.5924
H -3.9624 -9.6999 11.4578
H -4.9905 -8.0528 13.1631
H -16.4193 -9.2405 11.8817
H -17.2158 -10.4598 13.9887
H -15.5514 -10.8857 15.7850
H -13.1647 -10.4359 15.3625
C -12.4455 -16.3482 11.2311
Si -12.9374 -16.0667 12.9908
C -12.5925 -17.6799 13.7717
C -14.7450 -15.4818 12.9869
C -12.1945 -14.6065 13.8490
C -11.6705 -14.8393 15.0820
C -11.1714 -13.7371 15.8349
C -11.0327 -12.5031 15.2176
N -11.5090 -12.2487 13.9755
C -12.0825 -13.2407 13.2646
S -12.6974 -12.8350 11.7709
H -13.2058 -17.0791 10.8268
H -11.4199 -16.7051 11.0563
H -12.5935 -15.4547 10.6712
H -12.8601 -18.4774 13.1256
H -13.2145 -17.7795 14.6512
H -11.5808 -17.7793 14.1346
H -15.5224 -16.2629 12.7794
H -14.8780 -14.7327 12.1947
H -15.1188 -14.9797 13.9174
H -11.6897 -15.8486 15.5382
H -10.8215 -13.9105 16.8577
H -10.5874 -11.6526 15.7363
N -10.9544 -8.5891 14.3812
C -9.4853 -8.3807 14.6478
C -8.6838 -9.6418 14.4387
O -7.5189 -9.7574 14.8393
O -9.2455 -10.5601 13.7366
H -11.4372 -7.7233 14.1791
H -11.3442 -8.9696 15.2918
H -9.3869 -8.1061 15.7149
H -9.0508 -7.5921 13.9832
N -10.5513 -11.3227 9.2695
C -9.8489 -12.2570 9.9836
C -9.4556 -13.5151 9.4552
C -8.7556 -14.3601 10.3032
C -8.6093 -14.0253 11.6295
C -8.9004 -12.7203 12.0154
N -9.4785 -11.8678 11.1845
H -10.9752 -11.5812 8.3951
H -10.2005 -10.3889 9.2976
H -9.7779 -13.7562 8.4477
H -8.2889 -15.2710 9.9109
H -8.1765 -14.7878 12.3225
H -8.5735 -12.2789 12.9617
F -13.7438 -7.7316 18.9476
C -13.0995 -8.0963 17.7976
F -14.0229 -8.4724 16.8886
F -12.4500 -7.0033 17.3459
C -11.9890 -9.2803 17.9162
O -11.5946 -9.7427 16.7612
C -12.6938 -10.5023 18.6357
F -13.1340 -10.0950 19.9138
F -13.7706 -10.9872 17.9177
F -11.8528 -11.5578 18.8131
C -10.8510 -8.7513 18.8146
F -10.0310 -9.7527 19.3365
F -10.0647 -7.9602 18.0574
F -11.2722 -8.0193 19.9028

As for the charge: -2. As for the spin multiplicity: 5.

***

C37H34MnN3S2SeSi | ωB97M-V/def2-TZVPD

Element x y z (Å)
Mn -0.2126 0.0629 -0.4233
C 2.1182 -6.3466 -1.3744
C 2.2203 -5.0534 -2.1944
C 0.8514 -4.7677 -2.8125
C 3.2342 -5.2449 -3.3299
C 2.6811 -3.9171 -1.2830
C 3.9174 -4.0210 -0.6184
C 4.3650 -3.0525 0.2553
C 3.5654 -1.9352 0.4739
S 3.8008 -0.5894 1.5456
C 2.2584 0.0448 1.0488
N 1.6342 -0.6592 0.1385
C 2.3474 -1.8043 -0.1901
C 1.9043 -2.7964 -1.0637
C 1.5673 1.1896 1.6052
C 2.1182 2.0200 2.5868
C 1.3511 3.0512 3.0900
C 0.0524 3.2349 2.6039
C -0.4685 2.4061 1.6248
C 0.2652 1.3348 1.0799
H 1.7718 -7.1693 -2.0058
H 1.4125 -6.2219 -0.5511
H 3.0816 -6.6305 -0.9484
H 0.5567 -5.6071 -3.4466
H 0.8722 -3.8687 -3.4330
H 0.0819 -4.6353 -2.0489
H 2.9264 -6.0675 -3.9809
H 4.2298 -5.4740 -2.9465
H 3.3072 -4.3379 -3.9339
H 4.5341 -4.8979 -0.7750
H 5.3086 -3.1736 0.7726
H 0.9305 -2.6680 -1.5137
H 3.1261 1.8565 2.9567
H 1.7486 3.7089 3.8533
H -0.5509 4.0450 3.0003
H -1.4756 2.5896 1.2625
C 2.0076 -4.1195 3.4272
C 1.3463 -4.8150 2.4244
C 0.3839 -4.1754 1.6535
C 0.0622 -2.8295 1.8382
C 0.7440 -2.1527 2.8557
C 1.6955 -2.7835 3.6454
Si -1.1317 -1.8813 0.6818
C -2.6112 -1.5117 1.8263
C -3.8348 -2.1784 1.7502
C -4.8992 -1.8473 2.5803
C -4.7578 -0.8427 3.5272
C -3.5474 -0.1682 3.6285
C -2.4979 -0.4948 2.7819
H 2.7599 -4.6122 4.0322
H 1.5806 -5.8586 2.2412
H -0.1258 -4.7351 0.8739
H 0.5382 -1.0991 3.0243
H 2.2062 -2.2252 4.4222
H -1.6405 -3.0500 -0.1452
H -3.9624 -2.9694 1.0183
H -5.8417 -2.3752 2.4870
H -5.5862 -0.5807 4.1751
H -3.4278 0.6298 4.3526
H -1.5772 0.0777 2.8421
Se -1.8676 1.3353 -1.6655
C -3.3957 2.0482 -0.7966
C -3.9978 3.2078 -1.2938
C -5.1374 3.7033 -0.6866
N -5.7284 3.1477 0.3729
C -5.1488 2.0429 0.8433
C -4.0089 1.4630 0.3084
H -3.5739 3.7195 -2.1487
H -5.6017 4.6053 -1.0764
H -5.6194 1.5799 1.7056
H -3.6116 0.5597 0.7482
S 1.5944 0.4816 -4.5960
C 0.1947 -0.4869 -4.7571
C -0.2712 -0.8288 -3.5322
N 0.4694 -0.3512 -2.4774
C 1.4753 0.3599 -2.9013
H -0.2231 -0.7389 -5.7168
H -1.1521 -1.4143 -3.3188
H 2.1802 0.8268 -2.2288

As for the charge: -1. As for the spin multiplicity: 2.

***

C37H34N4O6S2Ta | ωB97M-V/def2-TZVPD

Element x y z (Å)
Ta 1.6903 1.4292 0.4045
C 2.1142 5.8872 1.4013
O 1.8153 5.0381 2.5411
C 1.9602 3.7551 2.3816
O 2.3692 3.2462 1.3073
N 1.6579 3.0242 3.4523
N 1.7460 1.6385 3.3124
H 1.9126 6.8936 1.7472
H 1.4646 5.6229 0.5710
H 3.1580 5.7731 1.1228
H 1.2221 3.4609 4.2513
H 0.8560 1.2115 3.5583
H 2.4907 1.2717 3.8965
C -4.1175 -1.6084 -1.1463
C -2.7008 -1.7604 -0.6417
C -2.3762 -3.1687 -0.1812
O -1.7964 -1.3526 -1.6731
C -0.8872 -0.3824 -1.2042
C -1.2323 -0.2402 0.2972
O -2.4961 -0.8387 0.4216
C -1.3550 1.1945 0.8770
O -0.0304 1.7294 0.9790
C -1.8216 1.1791 2.3358
C -2.3471 2.3375 2.8972
C -2.6154 2.4094 4.2583
C -2.3610 1.3221 5.0791
C -1.8460 0.1558 4.5277
C -1.5788 0.0856 3.1674
C -2.2059 2.0841 -0.0148
C -3.5889 1.9067 -0.0265
C -4.3858 2.6631 -0.8702
C -3.8156 3.6085 -1.7123
C -2.4432 3.7934 -1.7011
C -1.6420 3.0351 -0.8559
C 0.5763 -0.8267 -1.5242
O 1.3951 0.1034 -0.8141
C 0.8805 -2.2295 -1.0066
C 1.3151 -2.4497 0.2988
C 1.5538 -3.7369 0.7620
C 1.3759 -4.8238 -0.0791
C 0.9519 -4.6132 -1.3846
C 0.7033 -3.3291 -1.8437
C 0.9210 -0.6792 -3.0019
C 2.2565 -0.5144 -3.3624
C 2.6245 -0.4154 -4.6932
C 1.6577 -0.4809 -5.6880
C 0.3281 -0.6385 -5.3368
C -0.0430 -0.7376 -4.0007
H -4.2952 -2.3036 -1.9657
H -4.2734 -0.5906 -1.5007
H -4.8229 -1.8258 -0.3446
H -2.4249 -3.8581 -1.0236
H -3.0980 -3.4812 0.5732
H -1.3745 -3.2143 0.2463
H -1.0547 0.5651 -1.7266
H -0.4859 -0.7752 0.8941
H -2.5451 3.1962 2.2685
H -3.0325 3.3178 4.6736
H -2.5801 1.3738 6.1375
H -1.6710 -0.7099 5.1538
H -1.2100 -0.8481 2.7610
H -4.0413 1.1768 0.6308
H -5.4580 2.5155 -0.8670
H -4.4400 4.1999 -2.3686
H -1.9874 4.5270 -2.3533
H -0.5711 3.1923 -0.8659
H 1.5023 -1.6142 0.9620
H 1.8977 -3.8867 1.7782
H 1.5765 -5.8264 0.2748
H 0.8159 -5.4541 -2.0521
H 0.3716 -3.1793 -2.8625
H 3.0205 -0.4505 -2.5971
H 3.6662 -0.2821 -4.9548
H 1.9413 -0.4066 -6.7293
H -0.4342 -0.6848 -6.1035
H -1.0861 -0.8673 -3.7505
S 3.9091 -2.6840 -0.8652
C 4.4772 -2.1573 0.6381
S 4.3345 -1.1742 1.8848
C 5.3650 -3.2484 0.1206
C 6.6772 -2.8831 -0.3567
N 7.7118 -2.5562 -0.7301
C 5.2313 -4.5517 0.7290
N 5.0773 -5.5843 1.2054

As for the charge: +1.

***

C37H34NO | ωB97M-V/def2-TZVPD

Element x y z (Å)
C -4.3152 0.2934 -3.1602
C -3.0095 0.8895 -2.6422
C -1.9864 -0.1392 -2.2780
C -2.3620 -1.4977 -2.0815
C -1.3797 -2.4326 -1.6365
C -0.1179 -1.9841 -1.3147
C 0.2951 -0.6374 -1.5226
C 1.6103 -0.2754 -1.1147
C 2.2502 0.9537 -1.2217
C 3.6620 1.1432 -0.9123
C 4.0225 2.4654 -1.1978
C 2.8546 3.1540 -1.6711
C 1.7549 2.2719 -1.5917
C -0.6665 0.2418 -2.0902
C -1.7333 -3.8767 -1.4719
C -3.0352 -4.2512 -2.1779
C -4.1001 -3.2099 -1.8883
N -3.6567 -1.8891 -2.2724
C -4.7233 -0.9148 -2.3383
H -5.1120 1.0388 -3.1156
H -4.1897 -0.0029 -4.2075
H -2.5919 1.5729 -3.3903
H -3.2308 1.5066 -1.7534
H 0.6046 -2.6848 -0.8912
H 2.2037 -1.0854 -0.6822
H 4.3006 0.3360 -0.5563
H 5.0091 2.9111 -1.0993
H 2.8288 4.1966 -1.9963
H 0.7888 2.4954 -2.0275
H -0.3898 1.2442 -2.3884
H -0.9144 -4.4975 -1.8542
H -1.8261 -4.1066 -0.3976
H -2.8618 -4.3098 -3.2599
H -3.3866 -5.2281 -1.8392
H -5.0202 -3.4221 -2.4470
H -4.3543 -3.2246 -0.8108
H -5.0082 -0.5964 -1.3164
H -5.5939 -1.4126 -2.7826
C 3.4540 -4.1424 2.4542
C 3.5888 -3.0222 3.2788
C 2.4586 -2.3786 3.7894
C 1.2006 -2.8355 3.3960
O 0.0448 -2.0716 3.6132
C -0.0426 -0.8010 3.0519
C -1.0308 -0.5859 2.0775
C -0.9567 0.5426 1.2956
C 0.0937 1.5020 1.4503
C 0.2573 2.5335 0.4671
C 0.8646 3.8014 0.7699
C 0.2589 4.9970 0.3007
C 0.7745 6.2288 0.6764
C 1.9241 6.2998 1.4788
C 2.6110 5.1289 1.8232
C 2.1080 3.8919 1.4394
C 0.8964 1.3611 2.6173
C 0.8570 0.2128 3.3885
C 1.0437 -4.0189 2.6681
C 2.1804 -4.6453 2.1607
H 4.3400 -4.6327 2.0488
H 4.5765 -2.6341 3.5316
H 2.5528 -1.5204 4.4522
H -1.7967 -1.3446 1.9200
H -1.7264 0.7183 0.5429
H -0.5105 2.5332 -0.3107
H -0.6293 4.9220 -0.3309
H 0.2757 7.1448 0.3493
H 2.2963 7.2703 1.8168
H 3.5395 5.1805 2.3982
H 2.6912 2.9826 1.6084
H 1.5580 2.1617 2.9355
H 1.5262 0.0994 4.2385
H 0.0376 -4.3846 2.4643
H 2.0631 -5.5304 1.5377

As for the charge: +1.

***

C37H35AlIN4PS2 | ωB97M-V/def2-TZVPD

Element x y z (Å)
Al -1.2520 -1.1399 0.5260
S 1.2208 -0.9418 0.1173
C 1.3243 0.0148 -1.2541
N 2.3511 0.0265 -2.0614
C 2.3911 0.9855 -3.1837
C 1.8300 2.2887 -2.7099
N 0.4532 2.0525 -2.2120
C -0.5344 3.1177 -2.5377
C -0.8177 3.1656 -4.0189
C -0.5273 4.3203 -4.7342
C -0.7926 4.3834 -6.0984
C -1.3420 3.2887 -6.7492
C -1.6278 2.1270 -6.0377
C -1.3703 2.0657 -4.6760
C 0.1689 0.9489 -1.5862
S -1.4175 0.5148 -1.1666
C 3.5342 -0.8623 -1.8990
C 4.7691 -0.0495 -1.6085
C 5.8174 -0.0049 -2.5191
C 6.9461 0.7621 -2.2472
C 7.0215 1.4914 -1.0684
C 5.9726 1.4495 -0.1533
C 4.8515 0.6788 -0.4218
H 1.8136 0.5928 -4.0240
H 3.4252 1.1090 -3.4933
H 1.7695 2.9940 -3.5336
H 2.4365 2.7196 -1.9128
H -0.0830 4.0557 -2.2183
H -1.4289 2.9465 -1.9508
H -0.0978 5.1809 -4.2285
H -0.5674 5.2890 -6.6495
H -1.5540 3.3398 -7.8113
H -2.0582 1.2712 -6.5454
H -1.6089 1.1599 -4.1248
H 3.6424 -1.4233 -2.8263
H 3.3190 -1.5613 -1.1005
H 5.7645 -0.5826 -3.4385
H 7.7669 0.7841 -2.9556
H 7.8997 2.0897 -0.8576
H 6.0395 2.0059 0.7754
H 4.0408 0.6264 0.3038
I -3.6746 1.2670 1.8921
C -4.2417 -0.4085 0.7861
C -5.5970 -0.5991 0.6165
C -6.0386 -1.6914 -0.1108
C -5.1111 -2.5616 -0.6472
C -3.7754 -2.3278 -0.4253
N -3.3160 -1.2631 0.2868
H -6.2937 0.1009 1.0530
H -7.1003 -1.8559 -0.2486
H -5.4085 -3.4235 -1.2265
H -3.0339 -3.0056 -0.8133
N -0.7297 -4.1761 0.1575
C -0.9530 -3.0503 0.2839
C -0.2173 0.9653 3.1652
P -0.8488 -0.7039 2.8648
C -2.3156 -0.9444 3.8772
C -3.2626 -1.8876 3.4721
C -4.3941 -2.1121 4.2432
C -4.5857 -1.3863 5.4127
C -3.6419 -0.4527 5.8204
C -2.5040 -0.2313 5.0576
C 0.4177 -1.8321 3.5072
C 1.7736 -1.5223 3.3621
C 2.7401 -2.3797 3.8635
C 2.3612 -3.5514 4.5073
C 1.0164 -3.8625 4.6546
C 0.0428 -3.0073 4.1582
H 0.3054 0.9765 4.1198
H -1.0386 1.6777 3.1823
H 0.4797 1.2422 2.3766
H -3.1037 -2.4701 2.5722
H -5.1219 -2.8537 3.9385
H -5.4706 -1.5568 6.0143
H -3.7891 0.1015 6.7384
H -1.7680 0.4918 5.3925
H 2.0825 -0.6031 2.8787
H 3.7903 -2.1311 3.7590
H 3.1172 -4.2197 4.9021
H 0.7211 -4.7730 5.1630
H -1.0021 -3.2595 4.2841

As for the charge: +2.

***

| no. | electronic energy (a.u.) |
| --- | --- |
| 1 | -2401.763535 |
| 2 | -4439.810625 |
| 3 | -6232.971883 |
| 4 | -2953.924564 |
| 5 | -1560.008445 |
| 6 | -3327.467789 |